# 1
84
Properties=species:S:1:pos:R:3:forces:R:3 method="wB97M-V/def2-TZVPD" homo_energy_ev=-7.6 spin_multiplicity=1 de_lowest_kcal_mol=0.0 total_charge=0 energy_ev=-81543.020 homo_lumo_gap_ev=7.8
H 5.107 -3.006 -0.655 0.004 0.014 0.020
H -1.330 -2.985 -1.976 0.033 -0.038 -0.001
H -4.630 -0.723 -3.466 -0.003 0.003 0.009
C 0.218 0.951 4.286 -0.004 0.103 -0.079
C 1.262 -3.673 -1.417 0.059 0.083 -0.040
H -2.724 -1.912 3.417 0.003 0.007 0.003
H -3.921 4.948 -2.805 0.000 -0.004 0.005
C -0.953 -0.879 -2.248 -0.013 -0.210 -0.041
C 1.421 -2.521 -2.193 -0.043 0.110 0.107
C 3.614 -1.784 0.261 -0.031 -0.016 0.127
C 0.417 -0.553 4.428 0.071 0.034 0.030
C -3.573 2.509 -0.479 -0.020 0.044 0.045
C -2.833 0.386 -3.078 0.017 0.016 -0.038
H 1.063 3.380 2.293 -0.011 -0.010 0.002
H -0.369 3.466 -0.903 0.012 0.006 0.008
C -3.439 4.277 -2.105 0.006 0.002 -0.007
H -3.094 2.899 2.345 0.011 -0.010 0.006
H 3.010 -5.926 -3.221 -0.007 0.003 0.008
P 0.743 -0.918 -1.568 -0.006 -0.065 0.083
O 2.229 -2.718 4.582 0.002 -0.017 0.004
H -4.204 1.993 4.352 0.002 -0.001 -0.001
C 2.063 1.544 -4.608 -0.012 -0.010 -0.009
N 0.799 1.590 3.264 -0.228 -0.127 0.083
C -0.123 3.642 4.068 -0.044 -0.006 0.032
C -1.738 -2.033 -2.284 0.016 0.051 -0.057
H 3.783 2.902 -2.026 -0.004 -0.001 -0.006
Cl 0.386 -3.627 0.093 -0.093 0.015 0.000
H -0.237 4.709 3.935 0.005 -0.008 -0.001
H 3.689 -4.104 3.264 -0.005 0.010 -0.001
C 1.976 -2.103 3.562 -0.039 -0.073 0.187
C 1.812 -4.891 -1.782 0.023 -0.036 0.045
H 3.560 -1.082 -0.560 -0.044 0.035 -0.067
C 4.518 -3.725 1.297 0.037 -0.013 -0.026
N 2.805 -1.554 1.301 0.135 -0.087 -0.102
C 1.595 0.358 -2.555 0.048 -0.019 -0.063
C -2.807 -0.858 3.186 -0.001 -0.014 -0.005
C -0.540 1.610 5.244 -0.003 -0.011 0.050
C 2.203 -2.640 -3.342 0.014 0.010 -0.001
C -3.053 -1.975 -2.720 -0.036 0.032 -0.011
C 2.572 -4.978 -2.936 0.009 -0.010 0.000
N 1.074 -1.118 3.360 0.047 0.021 -0.212
O 0.029 -1.107 5.430 -0.053 0.006 0.003
Cd 0.872 -0.211 1.352 0.017 0.233 0.370
H -4.023 -0.413 4.898 0.009 0.002 -0.004
C -3.604 -0.766 -3.124 0.044 -0.035 0.022
H -0.978 1.031 6.044 0.006 0.001 -0.011
H -1.629 -1.003 1.399 -0.074 -0.037 -0.027
C 2.931 2.390 -3.929 0.006 -0.002 0.026
C -1.517 0.330 -2.643 -0.008 0.120 0.101
C 1.398 0.538 -3.924 -0.031 -0.011 -0.032
H 2.381 -1.764 -3.952 -0.009 -0.012 -0.007
C -3.639 1.332 3.707 0.006 0.020 -0.003
C 2.777 -3.848 -3.712 -0.040 0.036 -0.017
H 3.377 -3.905 -4.610 0.000 0.008 0.006
H -0.940 1.246 -2.579 -0.022 -0.076 -0.022
C -3.537 -0.016 4.015 0.009 -0.019 0.002
C -4.191 3.364 -1.382 -0.014 0.014 0.007
H -1.290 3.521 5.869 0.000 -0.001 0.002
C -1.481 1.557 0.580 -0.082 -0.280 0.203
C -2.060 4.329 -1.925 -0.012 -0.027 0.022
H 2.572 1.140 -0.809 0.000 -0.018 0.015
H -4.166 1.795 0.080 0.005 -0.007 -0.030
H 5.182 -4.579 1.292 -0.007 0.000 -0.003
C -0.705 2.979 5.137 0.012 0.013 -0.028
H 3.447 3.178 -4.463 0.001 -0.002 0.002
C 3.700 -3.479 2.382 0.002 -0.010 0.007
H -1.468 5.044 -2.484 0.003 -0.006 -0.002
C -2.179 -0.342 2.063 -0.052 0.067 0.013
H -3.254 1.340 -3.368 0.010 -0.019 -0.001
C 2.451 1.228 -1.883 -0.009 -0.038 -0.024
H 1.656 -5.753 -1.147 0.001 0.003 -0.019
N -0.305 1.196 0.317 0.217 0.287 -0.406
C -2.193 2.547 -0.301 0.041 0.036 -0.038
C -3.011 1.844 2.579 0.004 -0.003 -0.021
H -5.264 3.312 -1.523 0.000 0.008 0.006
C 2.851 -2.383 2.348 -0.011 0.020 -0.155
C -2.260 1.014 1.751 -0.019 -0.053 0.060
H 1.896 1.674 -5.669 0.002 0.000 0.006
C 0.608 2.902 3.153 0.113 -0.022 -0.041
H 0.698 -0.099 -4.454 0.031 0.006 0.009
C -1.445 3.466 -1.033 -0.013 0.003 -0.011
H -3.647 -2.880 -2.744 0.005 0.003 -0.006
C 3.123 2.233 -2.565 -0.004 0.002 -0.013
C 4.483 -2.855 0.216 0.009 -0.026 -0.049

# 2
24
Properties=species:S:1:pos:R:3:forces:R:3 method="wB97M-V/def2-TZVPD" homo_energy_ev="-11.0 / -13.9" spin_multiplicity=3 total_charge=+1 energy_ev=-28511.532 homo_lumo_gap_ev="7.5 / 5.2"
C 1.515 -0.246 0.574 1.277 1.719 -4.127
C 0.510 0.121 -0.586 0.209 -1.218 -1.537
N -0.630 -2.224 0.685 -1.414 1.116 1.716
N 1.003 -0.840 1.588 -2.978 -1.745 3.217
H -0.930 2.473 -0.761 -0.866 -1.400 1.155
Cl 3.135 0.110 0.493 -0.017 0.318 0.060
H -1.377 -2.756 1.077 -0.768 -0.491 -0.521
H 0.518 -2.957 -0.778 2.643 -1.412 -0.305
H -0.658 -1.110 2.494 -2.022 -0.506 2.272
H -0.227 3.618 1.064 -1.226 2.621 0.529
C -1.019 1.867 0.217 2.000 1.999 -0.158
O 1.198 1.008 -1.381 -1.378 0.668 0.560
O -0.688 0.481 0.061 -0.019 1.342 -0.117
H 0.553 1.409 -2.000 0.571 -0.414 -0.065
C -0.040 2.615 1.129 1.406 -1.664 -1.415
C -0.299 -2.346 -0.702 -1.787 -0.042 0.034
H 0.087 2.231 2.089 -0.786 -0.498 2.034
H -0.314 -1.725 -3.252 -0.178 0.021 0.163
H -1.951 1.972 0.764 -0.504 -0.560 -0.821
C -0.032 -1.084 -1.461 1.054 0.129 1.685
H 0.998 2.651 0.845 0.574 -0.593 -1.127
H -1.083 -2.997 -1.065 -0.384 0.373 -0.803
C -0.248 -1.340 1.588 4.647 -0.039 -1.039
N -0.022 -0.930 -2.684 -0.053 0.275 -1.391

# 3
16
Properties=species:S:1:pos:R:3:forces:R:3 method="wB97M-V/def2-TZVPD" homo_energy_ev="-13.4 / -13.3" spin_multiplicity=2 de_lowest_kcal_mol=49.8 total_charge=+1 energy_ev=-17078.997 homo_lumo_gap_ev="9.5 / 4.2"
H -0.420 1.675 1.041 0.207 -0.401 0.223
N 0.497 1.213 0.982 -0.881 0.395 -1.363
S -1.668 -1.358 1.110 0.428 0.669 -0.797
C 1.069 0.399 -1.369 -0.150 0.261 -0.751
C 0.471 0.075 0.007 1.212 0.657 0.954
N 2.226 1.279 -1.304 0.134 -0.996 -0.081
H -1.005 -2.503 0.794 -0.027 0.267 0.118
H 1.042 1.945 0.520 0.479 -0.207 0.614
H 2.857 1.051 -2.066 0.115 0.093 0.292
H 0.303 0.824 -2.036 -0.258 0.110 0.329
H 1.058 -0.681 0.535 -0.073 -0.335 -0.562
H 1.296 -0.546 -1.869 0.380 0.025 0.227
H 1.971 2.239 -1.420 -0.148 0.493 -0.128
H -1.140 -0.916 -1.166 0.492 -0.283 0.014
H -1.540 0.573 -0.395 -0.301 -0.208 0.413
C -0.949 -0.336 -0.259 -1.609 -0.539 0.499

# 4
5
Properties=species:S:1:pos:R:3:forces:R:3 method="wB97M-V/def2-TZVPD" homo_energy_ev="-11.8 / -11.7" spin_multiplicity=1 de_lowest_kcal_mol=101.7 smiles="O=S1(=O)OO1" total_charge=0 energy_ev=-19016.029 homo_lumo_gap_ev="9.1 / 9.1"
O 1.094 -0.501 0.703 -0.027 0.328 2.324
O 1.008 -0.590 -0.736 -0.420 0.158 -2.199
S -0.123 0.261 0.012 -3.388 -2.522 -0.006
O -0.055 1.673 -0.081 0.027 -0.372 0.059
O -1.923 -0.842 0.102 3.809 2.409 -0.178

# 5
33
Properties=species:S:1:pos:R:3:forces:R:3 method="wB97M-V/def2-TZVPD" homo_energy_ev="-5.5 / -6.4" spin_multiplicity=5 de_lowest_kcal_mol=0.0 total_charge=0 energy_ev=-51107.797 homo_lumo_gap_ev="5.5 / 6.4"
H -2.832 0.245 -3.604 -0.012 -0.125 -0.030
O 0.366 1.446 -0.429 -0.401 1.053 -0.035
H -1.271 -4.092 1.738 0.068 -0.028 0.259
O -0.973 0.601 2.061 -0.554 0.363 0.280
H 2.448 2.511 -0.871 0.334 0.237 0.102
H 1.980 -1.313 -1.977 0.046 0.001 0.007
H -0.418 -2.192 -2.731 0.042 -0.161 -0.303
N -0.501 3.581 -0.271 0.462 -0.571 -0.180
H 2.806 -0.737 -0.810 -0.108 -0.030 0.356
H 1.672 -1.402 3.300 0.060 0.079 0.182
H -1.804 -2.547 2.553 -0.022 -0.482 0.261
O 1.874 -0.145 1.656 -0.663 0.250 -0.589
C -1.589 -0.688 -2.192 -0.397 -0.128 -0.509
H 3.137 -1.631 2.328 -0.240 -0.108 0.146
H -1.151 -1.353 -4.073 0.194 -0.259 -0.100
H 3.063 -0.226 3.338 -0.355 0.046 0.231
N 1.772 3.201 -0.598 -1.264 -0.658 -0.087
H -1.337 3.298 0.200 -0.129 0.047 -0.110
H -2.344 -2.929 0.937 -0.030 -0.252 0.095
O -1.221 -0.683 -1.032 -0.243 0.142 -0.221
C 2.423 -0.866 2.705 0.502 -0.224 -0.782
H -1.506 1.390 1.928 -0.057 -0.022 0.091
H -0.651 0.652 2.968 0.232 -0.125 -0.090
O -0.392 -2.335 1.098 1.141 0.335 -0.321
H -0.308 4.549 -0.442 -0.175 0.117 0.249
H 1.961 4.183 -0.605 0.160 0.014 -0.025
C -1.461 -3.018 1.613 -0.458 1.230 -0.598
C 0.511 2.665 -0.423 1.171 0.045 -0.017
Cr 0.283 -0.542 0.456 0.181 -1.306 1.327
N -1.171 -1.640 -3.110 -0.190 0.739 0.841
O 1.953 -1.130 -1.031 0.333 -0.083 -0.643
N -2.521 0.207 -2.653 0.358 -0.154 0.164
H -2.797 0.938 -2.026 0.014 0.017 0.048

# 6
14
Properties=species:S:1:pos:R:3:forces:R:3 method="wB97M-V/def2-TZVPD" homo_energy_ev=-9.8 spin_multiplicity=1 de_lowest_kcal_mol=51.0 total_charge=0 energy_ev=-33277.810 homo_lumo_gap_ev=10.1
N 1.685 0.293 -0.661 0.005 -4.058 -1.153
C -0.573 -0.383 0.042 -0.904 0.772 0.894
Cl -2.363 1.752 0.528 0.310 -1.084 -0.851
H 0.112 1.530 -0.144 1.021 -2.480 -1.956
C -2.115 0.050 -0.275 3.567 1.336 1.611
Cl -3.230 -0.993 0.463 -0.763 -0.964 0.003
H 1.879 -0.590 -1.611 -0.291 3.519 4.141
H -2.163 0.204 -1.335 -0.686 -0.024 -0.382
H 3.287 -0.562 0.406 -2.145 0.727 0.894
C 2.195 -0.112 0.632 1.238 -0.017 1.327
N 0.308 0.577 -0.715 -2.086 2.475 2.581
H -0.371 -1.392 -0.290 -0.267 -0.319 -0.657
O 1.723 0.083 1.789 1.562 -0.526 -4.862
H -0.373 -0.458 1.171 -0.562 0.643 -1.589

What did the third record say?
16
Properties=species:S:1:pos:R:3:forces:R:3 method="wB97M-V/def2-TZVPD" homo_energy_ev="-13.4 / -13.3" spin_multiplicity=2 de_lowest_kcal_mol=49.8 total_charge=+1 energy_ev=-17078.997 homo_lumo_gap_ev="9.5 / 4.2"
H -0.420 1.675 1.041 0.207 -0.401 0.223
N 0.497 1.213 0.982 -0.881 0.395 -1.363
S -1.668 -1.358 1.110 0.428 0.669 -0.797
C 1.069 0.399 -1.369 -0.150 0.261 -0.751
C 0.471 0.075 0.007 1.212 0.657 0.954
N 2.226 1.279 -1.304 0.134 -0.996 -0.081
H -1.005 -2.503 0.794 -0.027 0.267 0.118
H 1.042 1.945 0.520 0.479 -0.207 0.614
H 2.857 1.051 -2.066 0.115 0.093 0.292
H 0.303 0.824 -2.036 -0.258 0.110 0.329
H 1.058 -0.681 0.535 -0.073 -0.335 -0.562
H 1.296 -0.546 -1.869 0.380 0.025 0.227
H 1.971 2.239 -1.420 -0.148 0.493 -0.128
H -1.140 -0.916 -1.166 0.492 -0.283 0.014
H -1.540 0.573 -0.395 -0.301 -0.208 0.413
C -0.949 -0.336 -0.259 -1.609 -0.539 0.499